No. 1
{
  "formula": "C36H29ClN5O8PSSn",
  "method": "ωB97M-V/def2-TZVPD",
  "total_charge": -2,
  "homo_ev": -2.05,
  "molar_mass_g_mol": 876.9,
  "homo_lumo_gap_ev": 5.34,
  "relative_energy_ev": 0.252,
  "elements": ["Sn", "C", "C", "N", "N", "C", "N", "S", "C", "C", "C", "C", "C", "N", "H", "H", "H", "H", "H", "H", "H", "H", "H", "Cl", "C", "C", "C", "C", "O", "C", "C", "O", "C", "H", "H", "H", "H", "O", "C", "O", "C", "P", "C", "C", "C", "C", "C", "C", "C", "C", "C", "C", "C", "C", "H", "H", "H", "H", "H", "H", "H", "H", "H", "H", "H", "H", "O", "C", "O", "C", "C", "C", "C", "C", "C", "N", "O", "O", "H", "H", "H", "H"],
  "xyz": [[-0.67, 0.61, 0.67], [-1.99, 3.89, 3.72], [-1.19, 2.87, 2.97], [-1.68, 1.77, 2.51], [-3.01, 1.52, 2.60], [-3.23, 0.20, 2.60], [-4.54, -0.16, 2.40], [-2.04, -0.99, 2.84], [0.22, 3.12, 2.66], [0.91, 4.22, 3.18], [2.23, 4.41, 2.83], [2.84, 3.51, 1.97], [2.09, 2.45, 1.50], [0.83, 2.25, 1.84], [-3.00, 3.50, 3.87], [-1.54, 4.10, 4.70], [-2.05, 4.82, 3.16], [-5.00, 0.45, 1.74], [-4.61, -1.13, 2.14], [0.40, 4.91, 3.83], [2.77, 5.27, 3.21], [3.87, 3.63, 1.66], [2.51, 1.71, 0.82], [5.96, -3.89, 1.37], [4.51, -2.90, 1.47], [3.80, -2.85, 2.68], [2.67, -2.09, 2.78], [2.14, -1.33, 1.68], [1.05, -0.73, 1.82], [2.92, -1.38, 0.47], [2.63, -0.62, -0.72], [1.80, 0.26, -0.89], [4.07, -2.19, 0.39], [4.16, -3.42, 3.53], [2.10, -2.06, 3.70], [3.31, -0.86, -1.58], [4.62, -2.23, -0.54], [-4.67, -1.67, -1.17], [-3.46, -1.47, -0.96], [-2.92, -0.64, -0.19], [-2.47, -2.37, -1.75], [-0.84, -2.48, -0.91], [0.02, -3.60, -2.09], [0.73, -2.98, -3.12], [1.40, -3.73, -4.08], [1.39, -5.11, -4.02], [0.70, -5.74, -2.99], [0.02, -4.99, -2.04], [-1.20, -3.64, 0.46], [-0.13, -4.05, 1.25], [-0.33, -4.86, 2.35], [-1.61, -5.26, 2.69], [-2.69, -4.85, 1.92], [-2.48, -4.04, 0.81], [-2.27, -1.87, -2.71], [-2.91, -3.34, -1.97], [0.77, -1.90, -3.16], [1.95, -3.22, -4.87], [1.92, -5.70, -4.76], [0.69, -6.83, -2.93], [-0.51, -5.50, -1.24], [0.88, -3.71, 1.01], [0.52, -5.16, 2.96], [-1.78, -5.87, 3.57], [-3.69, -5.13, 2.20], [-3.34, -3.70, 0.24], [-0.81, 4.64, 0.42], [-0.74, 3.90, -0.56], [-0.84, 2.64, -0.62], [-0.47, 4.57, -1.92], [-0.47, 5.95, -2.02], [-0.22, 6.58, -3.23], [0.02, 5.78, -4.34], [0.03, 4.40, -4.28], [-0.23, 3.79, -3.05], [0.28, 6.43, -5.63], [0.27, 7.65, -5.67], [0.51, 5.73, -6.60], [-0.65, 6.52, -1.12], [-0.22, 7.65, -3.33], [0.22, 3.82, -5.17], [-0.24, 2.72, -2.95]]
}

No. 2
{
  "formula": "C30H46CsN3S5Si2",
  "method": "ωB97M-V/def2-TZVPD",
  "homo_ev": -5.82,
  "molar_mass_g_mol": 798.1,
  "homo_lumo_gap_ev": 5.71,
  "relative_energy_ev": 0.038,
  "elements": ["Cs", "C", "C", "S", "C", "C", "S", "C", "C", "S", "C", "C", "S", "H", "H", "H", "H", "H", "H", "H", "H", "H", "H", "H", "H", "H", "H", "H", "H", "C", "Si", "C", "C", "C", "C", "C", "C", "C", "C", "N", "Si", "C", "C", "C", "H", "H", "H", "H", "H", "H", "H", "H", "H", "H", "H", "H", "H", "H", "H", "H", "H", "H", "H", "H", "H", "H", "S", "C", "C", "C", "N", "C", "C", "C", "C", "C", "N", "C", "C", "H", "H", "H", "H", "H", "H", "H", "H"],
  "xyz": [[0.14, -0.28, -0.56], [1.78, -0.97, 3.68], [0.60, -0.21, 4.29], [-0.83, -0.10, 3.18], [-1.37, 1.58, 3.62], [-2.41, 2.13, 2.66], [-1.91, 2.30, 0.93], [-1.03, 3.89, 0.88], [0.30, 3.99, 1.62], [1.52, 2.76, 1.05], [2.38, 2.42, 2.62], [3.26, 1.18, 2.52], [2.45, -0.38, 2.11], [1.49, -2.00, 3.47], [2.59, -1.01, 4.41], [0.90, 0.80, 4.56], [0.30, -0.72, 5.21], [-0.49, 2.21, 3.64], [-1.79, 1.56, 4.63], [-2.76, 3.11, 3.01], [-3.28, 1.47, 2.63], [-1.70, 4.67, 1.24], [-0.88, 4.06, -0.18], [0.16, 3.86, 2.70], [0.71, 4.99, 1.47], [1.62, 2.31, 3.40], [3.00, 3.28, 2.87], [3.81, 1.05, 3.46], [4.00, 1.31, 1.73], [-0.45, -2.66, -3.77], [0.28, -1.03, -4.40], [0.76, -1.39, -6.19], [-1.18, 0.18, -4.51], [1.57, -0.46, -3.27], [2.47, -1.52, -2.76], [3.42, -2.16, -3.58], [4.27, -3.12, -3.07], [4.17, -3.46, -1.73], [3.20, -2.82, -0.98], [2.38, -1.88, -1.46], [2.35, 1.17, -3.36], [1.11, 2.60, -3.19], [3.33, 1.56, -4.93], [3.58, 1.37, -1.93], [-1.15, -3.08, -4.50], [-1.00, -2.53, -2.83], [0.33, -3.41, -3.59], [-0.08, -1.74, -6.80], [1.54, -2.16, -6.23], [1.17, -0.49, -6.67], [-2.00, -0.28, -5.08], [-0.89, 1.09, -5.03], [-1.57, 0.46, -3.53], [3.48, -1.86, -4.62], [5.00, -3.60, -3.71], [4.81, -4.21, -1.28], [3.08, -3.04, 0.08], [0.42, 2.63, -4.04], [1.64, 3.55, -3.14], [0.50, 2.51, -2.28], [2.68, 1.50, -5.81], [4.14, 0.83, -5.07], [3.79, 2.56, -4.92], [3.06, 1.32, -0.97], [4.09, 2.34, -1.98], [4.34, 0.59, -1.95], [-4.72, -5.59, -2.51], [-3.77, -4.34, -1.69], [-2.58, -4.69, -1.07], [-1.85, -3.70, -0.43], [-2.22, -2.43, -0.37], [-3.37, -2.10, -0.96], [-4.18, -3.01, -1.61], [-5.19, -4.73, -3.99], [-4.24, -4.09, -4.78], [-4.67, -3.46, -5.94], [-5.95, -3.44, -6.34], [-6.83, -4.07, -5.58], [-6.51, -4.72, -4.39], [-2.21, -5.71, -1.12], [-0.90, -3.95, 0.04], [-3.66, -1.06, -0.91], [-5.10, -2.69, -2.08], [-3.20, -4.08, -4.50], [-3.97, -2.94, -6.57], [-7.86, -4.05, -5.93], [-7.28, -5.20, -3.80]]
}

No. 3
{
  "formula": "C6H14N2O2",
  "method": "ωB97M-V/def2-TZVPD",
  "homo_ev": -9.55,
  "molar_mass_g_mol": 146.2,
  "homo_lumo_gap_ev": 10.22,
  "relative_energy_ev": 1.532,
  "elements": ["C", "C", "N", "C", "O", "H", "H", "H", "H", "H", "H", "H", "C", "C", "N", "C", "O", "H", "H", "H", "H", "H", "H", "H"],
  "xyz": [[2.57, 4.08, -2.40], [2.48, 3.09, -1.22], [2.55, 3.69, 0.12], [2.45, 3.02, 1.22], [1.93, 1.87, 1.18], [2.67, 3.50, -3.34], [3.43, 4.76, -2.31], [1.64, 4.68, -2.45], [1.52, 2.53, -1.27], [3.30, 2.35, -1.22], [2.74, 4.69, 0.23], [2.70, 3.60, 2.14], [-2.90, -4.24, 2.08], [-3.02, -3.00, 1.14], [-1.85, -2.99, 0.29], [-1.79, -3.45, -0.95], [-2.73, -3.98, -1.55], [-2.86, -5.18, 1.49], [-3.82, -4.26, 2.69], [-2.03, -4.21, 2.75], [-3.96, -3.04, 0.55], [-3.04, -2.08, 1.75], [-1.11, -2.32, 0.55], [-0.86, -3.13, -1.47]]
}

- Which formula does entry 1 have?
  C36H29ClN5O8PSSn

What did the first record say?
{
  "formula": "C36H29ClN5O8PSSn",
  "method": "ωB97M-V/def2-TZVPD",
  "total_charge": -2,
  "homo_ev": -2.05,
  "molar_mass_g_mol": 876.9,
  "homo_lumo_gap_ev": 5.34,
  "relative_energy_ev": 0.252,
  "elements": ["Sn", "C", "C", "N", "N", "C", "N", "S", "C", "C", "C", "C", "C", "N", "H", "H", "H", "H", "H", "H", "H", "H", "H", "Cl", "C", "C", "C", "C", "O", "C", "C", "O", "C", "H", "H", "H", "H", "O", "C", "O", "C", "P", "C", "C", "C", "C", "C", "C", "C", "C", "C", "C", "C", "C", "H", "H", "H", "H", "H", "H", "H", "H", "H", "H", "H", "H", "O", "C", "O", "C", "C", "C", "C", "C", "C", "N", "O", "O", "H", "H", "H", "H"],
  "xyz": [[-0.67, 0.61, 0.67], [-1.99, 3.89, 3.72], [-1.19, 2.87, 2.97], [-1.68, 1.77, 2.51], [-3.01, 1.52, 2.60], [-3.23, 0.20, 2.60], [-4.54, -0.16, 2.40], [-2.04, -0.99, 2.84], [0.22, 3.12, 2.66], [0.91, 4.22, 3.18], [2.23, 4.41, 2.83], [2.84, 3.51, 1.97], [2.09, 2.45, 1.50], [0.83, 2.25, 1.84], [-3.00, 3.50, 3.87], [-1.54, 4.10, 4.70], [-2.05, 4.82, 3.16], [-5.00, 0.45, 1.74], [-4.61, -1.13, 2.14], [0.40, 4.91, 3.83], [2.77, 5.27, 3.21], [3.87, 3.63, 1.66], [2.51, 1.71, 0.82], [5.96, -3.89, 1.37], [4.51, -2.90, 1.47], [3.80, -2.85, 2.68], [2.67, -2.09, 2.78], [2.14, -1.33, 1.68], [1.05, -0.73, 1.82], [2.92, -1.38, 0.47], [2.63, -0.62, -0.72], [1.80, 0.26, -0.89], [4.07, -2.19, 0.39], [4.16, -3.42, 3.53], [2.10, -2.06, 3.70], [3.31, -0.86, -1.58], [4.62, -2.23, -0.54], [-4.67, -1.67, -1.17], [-3.46, -1.47, -0.96], [-2.92, -0.64, -0.19], [-2.47, -2.37, -1.75], [-0.84, -2.48, -0.91], [0.02, -3.60, -2.09], [0.73, -2.98, -3.12], [1.40, -3.73, -4.08], [1.39, -5.11, -4.02], [0.70, -5.74, -2.99], [0.02, -4.99, -2.04], [-1.20, -3.64, 0.46], [-0.13, -4.05, 1.25], [-0.33, -4.86, 2.35], [-1.61, -5.26, 2.69], [-2.69, -4.85, 1.92], [-2.48, -4.04, 0.81], [-2.27, -1.87, -2.71], [-2.91, -3.34, -1.97], [0.77, -1.90, -3.16], [1.95, -3.22, -4.87], [1.92, -5.70, -4.76], [0.69, -6.83, -2.93], [-0.51, -5.50, -1.24], [0.88, -3.71, 1.01], [0.52, -5.16, 2.96], [-1.78, -5.87, 3.57], [-3.69, -5.13, 2.20], [-3.34, -3.70, 0.24], [-0.81, 4.64, 0.42], [-0.74, 3.90, -0.56], [-0.84, 2.64, -0.62], [-0.47, 4.57, -1.92], [-0.47, 5.95, -2.02], [-0.22, 6.58, -3.23], [0.02, 5.78, -4.34], [0.03, 4.40, -4.28], [-0.23, 3.79, -3.05], [0.28, 6.43, -5.63], [0.27, 7.65, -5.67], [0.51, 5.73, -6.60], [-0.65, 6.52, -1.12], [-0.22, 7.65, -3.33], [0.22, 3.82, -5.17], [-0.24, 2.72, -2.95]]
}

Copy entry 3 word for word.
{
  "formula": "C6H14N2O2",
  "method": "ωB97M-V/def2-TZVPD",
  "homo_ev": -9.55,
  "molar_mass_g_mol": 146.2,
  "homo_lumo_gap_ev": 10.22,
  "relative_energy_ev": 1.532,
  "elements": ["C", "C", "N", "C", "O", "H", "H", "H", "H", "H", "H", "H", "C", "C", "N", "C", "O", "H", "H", "H", "H", "H", "H", "H"],
  "xyz": [[2.57, 4.08, -2.40], [2.48, 3.09, -1.22], [2.55, 3.69, 0.12], [2.45, 3.02, 1.22], [1.93, 1.87, 1.18], [2.67, 3.50, -3.34], [3.43, 4.76, -2.31], [1.64, 4.68, -2.45], [1.52, 2.53, -1.27], [3.30, 2.35, -1.22], [2.74, 4.69, 0.23], [2.70, 3.60, 2.14], [-2.90, -4.24, 2.08], [-3.02, -3.00, 1.14], [-1.85, -2.99, 0.29], [-1.79, -3.45, -0.95], [-2.73, -3.98, -1.55], [-2.86, -5.18, 1.49], [-3.82, -4.26, 2.69], [-2.03, -4.21, 2.75], [-3.96, -3.04, 0.55], [-3.04, -2.08, 1.75], [-1.11, -2.32, 0.55], [-0.86, -3.13, -1.47]]
}